153
Properties=species:S:1:pos:R:3:forces:R:3:mulliken_charge:R:1 method="wB97M-V/def2-TZVPD" smiles="CCCCCCCCCCCCCCCCCCCC[C@@](CC(C)C)(OC#N)OC(=O)S.O=[N+]([O-])c1ccccc1.O=[N+]([O-])c1ccccc1.O=[N+]([O-])c1ccccc1.O=[N+]([O-])c1ccccc1.O=[N+]([O-])c1ccccc1" e_tot_ev=-106713.329
C -7.1773 -1.8404 -6.0375 -0.1 0.0 0.0 -0.38
C 4.3818 -1.2519 2.4287 0.2 0.6 0.7 -0.37
H 0.6131 -1.6207 -1.0247 0.3 1.8 0.4 -0.79
O -0.7137 5.4255 3.7468 -0.4 0.1 0.5 -0.55
H -0.2065 3.2845 4.8120 -0.2 0.2 0.0 0.48
C -1.2956 10.9986 -3.7765 0.0 0.0 0.1 -0.26
H -1.7216 5.3022 -1.9198 0.2 0.0 0.1 0.51
H -3.4616 -1.2255 3.0437 1.3 0.3 0.9 0.21
H -1.9065 12.9878 -4.3165 0.0 -0.2 0.0 0.37
H -4.1915 0.9891 0.7403 1.7 -0.7 -0.3 0.37
H -4.0530 -5.1747 -3.8968 1.6 0.3 1.1 0.37
C -2.7825 3.8188 7.6585 0.2 -0.1 -0.2 -0.39
H -5.4249 -3.6431 -8.3177 0.0 0.1 0.1 0.38
C -6.9216 -2.6250 -7.1574 0.2 0.1 0.1 -0.42
C 3.0780 -1.6730 -1.9866 0.6 0.6 0.1 -0.73
C -2.7324 10.1675 -6.0208 0.1 0.1 0.2 -0.51
H 3.0575 -0.2876 -0.2105 -0.7 -0.1 -1.6 -0.08
H 2.2421 -2.2457 -2.5283 1.2 0.7 0.9 0.34
C -2.5883 1.1006 -0.8672 -1.0 -1.2 -0.1 -0.38
N -0.6451 8.6625 -3.3005 0.5 -0.3 0.3 1.02
H 2.2898 -4.0220 -0.4481 1.1 1.2 0.9 0.01
O -7.5376 -0.2924 -3.8205 0.7 -0.2 -0.2 -0.60
H -3.6558 -3.7278 1.9702 1.9 -0.1 -0.4 0.39
C -1.5692 -3.5478 2.9693 -0.2 -0.6 0.7 -0.09
C 2.8561 -1.1704 2.9876 0.4 -0.1 -0.9 -0.30
H 0.3175 0.5360 -2.7041 -0.5 0.0 1.5 0.48
O 8.1494 -2.5370 3.9205 0.4 -0.6 -0.2 -0.67
O -0.0390 9.0684 -2.3165 -0.2 -0.1 -0.8 -0.57
C -0.2659 -4.3423 -1.0762 0.3 1.7 -2.6 0.16
C -3.0917 -5.0487 -3.2628 0.6 -0.6 -0.1 -1.09
C 0.2324 7.4361 0.6586 -0.2 -0.1 -0.2 -0.64
H -2.6825 -3.9850 -3.3681 -0.7 -1.5 0.2 0.20
C -1.4886 -0.2631 2.5708 0.6 1.1 0.5 0.51
H -2.5570 -2.4592 1.2216 0.1 -1.7 0.8 -0.58
H -2.6359 -0.3642 4.4941 0.1 -1.1 -1.5 0.44
C -3.3299 -5.4866 -1.6986 -0.3 0.8 -1.7 1.21
H -1.9454 0.0153 -2.7280 0.5 -0.1 1.8 0.18
H -2.2693 -5.7444 -3.6969 -1.5 1.2 0.5 0.21
H 4.9659 -0.3921 2.9441 -1.0 -1.3 -0.9 0.55
C -1.3564 9.6481 -4.1183 -0.5 0.6 -0.4 0.11
C -2.5503 -3.5182 1.7001 0.9 0.8 -0.5 -0.11
C 11.7548 -3.7951 0.8049 0.0 0.0 0.0 -0.37
H -0.8683 -2.2128 4.6167 -1.8 -0.6 -0.6 0.24
H -2.7492 -3.2536 -1.3556 -0.1 -1.7 1.1 -0.04
H -3.1740 12.2517 -6.3107 0.1 -0.1 0.1 0.37
C -1.6816 4.6158 5.6748 -0.1 -0.6 0.6 -0.02
H 2.6790 0.5993 -1.7810 -0.4 -1.6 0.8 0.53
C 0.6870 6.1608 0.3411 0.1 0.1 0.1 -0.19
C 9.5857 -3.6839 2.5278 0.7 0.0 -0.6 0.14
C 11.4305 -2.5964 1.4341 -0.1 -0.3 0.0 -0.51
H -3.5609 -2.9936 -6.8250 -0.1 0.1 0.1 0.40
H 12.6002 -3.8369 0.1243 -0.1 0.0 0.1 0.37
H -2.5132 7.5617 -1.3375 0.1 -0.1 0.0 0.46
C 3.9513 -2.6464 -1.0065 -1.1 -0.1 -0.9 -0.73
O -2.1715 6.6723 4.7528 0.4 -0.6 0.0 -0.61
H 0.7733 8.0410 1.3789 0.0 -0.1 -0.1 0.44
C -1.8863 -2.4538 4.1113 0.4 0.4 -0.2 -0.86
O -2.2988 -5.8571 0.9609 3.0 -0.8 -0.1 -0.23
C 3.8049 -4.2566 1.1779 -0.4 0.8 0.4 -0.86
H 0.8186 -0.2832 0.3043 0.0 -0.6 -1.7 -0.58
H 3.1365 -4.3066 2.1269 1.1 -0.1 -1.5 0.21
S -0.3455 -7.6321 -0.0847 -0.1 0.7 -0.3 -0.24
C -1.1684 5.8909 -1.1960 -0.1 -0.1 0.0 -0.08
H 3.8621 -5.3243 0.7701 0.1 1.5 0.5 0.39
C -0.9187 7.9350 0.0568 -0.1 -0.2 0.1 -0.52
O -0.1934 3.3988 -1.7297 0.4 1.0 0.3 -0.64
H -2.6039 -2.9241 4.8880 1.1 1.0 -1.2 0.32
N 8.4259 -3.6199 3.4201 -0.4 -0.1 0.5 1.07
C -2.2009 0.9797 1.8139 -0.7 -0.4 0.2 -0.59
H -3.5029 3.9591 8.4579 0.1 0.0 -0.1 0.37
C -3.1287 0.5552 0.5676 -0.4 0.7 -0.5 -0.30
H 5.9045 -3.3042 0.8076 -1.1 -0.6 1.0 0.24
H -1.6767 -4.5855 3.4786 0.3 1.7 -1.0 0.36
H 12.0245 -1.7078 1.2468 -0.1 -0.1 0.1 0.36
O 7.7963 -4.6514 3.6118 0.4 0.6 -0.1 -0.58
H -3.2928 9.8495 -6.8939 0.1 0.0 0.1 0.37
C 10.9998 -4.9401 1.0431 0.0 0.3 0.1 -0.49
H 9.3317 -5.7892 2.0854 0.0 0.3 0.1 0.43
H 2.3766 -2.5073 0.6081 1.1 -1.3 -0.5 -0.77
C -1.6127 0.0298 -1.6146 0.3 1.1 -0.9 0.65
C -4.5719 -2.6689 -6.6013 -0.3 0.1 0.0 -0.52
N -1.5083 5.6482 4.6497 0.1 0.5 -0.5 1.01
C -2.0403 2.6430 7.5894 0.0 0.0 0.0 -0.50
O -0.6937 7.4906 -3.6495 0.1 0.7 0.1 -0.58
C -1.1130 2.4566 6.5679 -0.2 0.2 0.0 -0.45
H 1.5839 5.7832 0.8202 -0.2 -0.1 -0.2 0.50
H 2.7945 -0.3354 3.7682 -0.1 -1.3 -1.0 0.35
H 11.2582 -5.8721 0.5509 -0.1 0.1 0.1 0.37
H -3.9887 -1.6012 -4.8383 -0.3 0.1 0.0 0.53
C -0.0200 5.3927 -0.5822 -0.3 0.7 0.2 -0.18
C 10.3425 -2.5358 2.2991 0.0 0.1 0.0 -0.31
H -1.2753 8.9284 0.3128 0.1 -0.1 0.0 0.44
C 9.9117 -4.8898 1.9086 0.0 -0.1 0.0 -0.27
H -3.5186 1.1926 -1.5544 1.5 0.0 1.2 0.24
C -0.9300 3.4437 5.6046 0.1 0.0 -0.1 -0.21
H -4.9434 -6.8351 -2.4487 0.1 1.4 1.3 0.44
H -1.7458 -1.0452 -1.2362 0.2 1.6 -0.2 -0.75
O 1.4348 3.6246 -0.3180 -0.5 0.1 -0.4 -0.62
C 0.9157 -0.5197 -0.8236 0.1 0.3 0.1 1.46
H -3.2700 -0.5741 0.4433 0.3 1.5 0.4 -0.03
H -8.1947 -1.5276 -5.8291 0.2 0.1 0.1 0.44
H 4.4376 -1.0113 1.2963 -0.1 -0.7 1.9 0.00
N 0.4423 4.0412 -0.9012 0.2 -0.2 -0.1 1.17
H -0.4522 -3.4436 2.7009 -1.9 -0.2 0.0 -0.06
H -2.1232 2.1406 -0.7587 -0.5 -1.6 -0.2 0.04
C -6.1205 -1.4686 -5.2075 0.2 -0.5 -0.7 -0.12
C 5.1535 -2.6139 2.8307 0.5 0.5 -0.9 -0.18
H 0.8271 -6.9504 -0.4531 -1.3 -0.3 0.9 0.17
H -0.6520 0.2054 3.2253 -1.1 -0.9 -1.0 0.33
N 0.0426 -4.2380 -2.2477 -1.5 -0.9 6.3 -0.65
H -2.6214 -6.3649 -1.5214 -1.0 1.4 0.1 -0.02
H -2.1862 1.8670 8.3353 0.0 0.1 -0.1 0.38
C -3.0389 -4.1991 -0.7485 -1.0 -0.8 0.1 -0.99
H -4.0679 -3.9323 -0.2794 1.8 -0.4 -0.6 0.53
H 3.7944 -1.2626 -2.7953 -1.1 -0.8 1.2 0.29
H -1.4429 1.7491 1.4351 -0.8 -1.2 0.7 0.20
H -7.7360 -2.9148 -7.8136 0.1 0.1 0.1 0.37
C -1.6164 7.1663 -0.8705 0.2 -0.2 0.4 -0.68
H -0.0108 1.5688 -1.1949 0.3 -2.4 -0.7 -0.67
H -2.1324 8.1764 -5.5052 0.1 0.1 0.2 0.44
C 5.2403 -3.7059 1.6483 0.0 -0.8 1.0 -0.46
H -0.9525 -0.9227 1.8026 -0.9 0.7 1.1 -0.53
H -5.6423 -5.2360 -1.7961 1.3 -1.0 0.4 0.31
C -2.6044 4.8127 6.7013 -0.1 0.1 0.0 -0.38
C -1.9529 11.9335 -4.5699 0.0 -0.3 -0.1 -0.53
H -0.5352 1.5391 6.5208 0.0 0.1 0.0 0.44
C -1.0913 -6.5591 1.2597 2.6 0.3 3.5 0.66
H -3.1891 5.7239 6.7666 0.2 -0.1 -0.2 0.43
C 3.0215 -3.3254 0.1226 0.0 -0.2 -0.9 1.37
C -2.6668 11.5183 -5.6905 0.0 0.0 0.0 -0.37
O -0.4942 -6.5585 2.3657 -3.3 0.4 -4.6 -0.48
H 5.8052 -4.6182 2.0945 -0.9 1.5 -0.8 0.23
C -2.0759 9.2255 -5.2350 0.0 -0.1 0.0 -0.26
H 10.0986 -1.5947 2.7805 -0.1 -0.2 0.0 0.43
C -4.8380 -6.0338 -1.6152 0.5 -1.1 0.1 -1.53
C -5.6215 -3.0353 -7.4392 0.0 0.0 0.0 -0.43
H 4.3785 -3.4803 -1.6891 -0.4 1.3 1.2 0.29
H 4.8049 -2.0198 -0.5765 -1.2 -1.0 -0.5 0.27
H 2.1301 -0.9321 2.1142 1.1 -0.3 1.6 -0.37
H 4.6745 -3.0754 3.7637 0.7 0.6 -1.3 0.29
O -5.4231 -0.2980 -3.3525 -0.5 -0.2 -0.3 -0.57
C -4.8172 -1.8821 -5.4802 0.1 0.0 0.0 -0.10
C -2.0568 -4.5004 0.4873 -3.1 2.3 1.1 0.32
H 2.5749 -2.1900 3.4322 0.2 1.6 -0.5 0.21
H -5.0139 -6.6163 -0.6273 0.1 1.3 -1.5 0.28
H -2.8889 1.5258 2.5749 1.3 -0.9 -1.1 0.34
O -0.6611 -4.1636 0.2667 0.5 -1.4 -3.8 0.70
C 2.4824 -0.3846 -1.2072 0.0 -0.1 0.6 -0.36
N -6.3798 -0.6234 -4.0406 -0.2 0.4 0.6 1.00
C -2.4616 -1.0499 3.5803 0.0 -0.1 -0.4 -0.70
C -0.0513 0.4941 -1.6168 -0.1 -0.6 0.1 -0.11
H 6.2439 -2.3077 3.0751 -2.1 -0.6 -0.2 -0.22
H -0.7428 11.3355 -2.9061 0.0 -0.3 -0.1 0.43